No. 1
# C12H23F2N6O4S

A cluster of 2 separate species, C12H23F2N6O4S in total (the ωB97M-V functional and the def2-TZVPD basis, the Open Molecules 2025 dataset).

Largest force on an atom ... 2.1 eV Å⁻¹
Charge ... -1

Structure (XYZ):
```
48
Properties=species:S:1:pos:R:3:forces:R:3
N 3.14150 0.85986 -1.40364 -0.573 -1.356 0.315
S -6.52058 -2.84773 2.94156 -0.653 0.094 0.267
O -7.21198 -1.58596 2.56678 0.151 -0.043 -0.032
H 1.99535 -3.61820 -2.31882 -0.098 -0.212 0.198
H 2.11404 1.26530 1.78351 -0.149 0.074 0.159
N -0.61851 -0.96505 -1.11246 -2.091 -0.363 -0.181
C 0.75260 0.67224 -1.30237 0.073 -1.218 -0.162
C 1.20234 -2.88814 -2.20222 -0.021 0.883 -0.403
N 1.85663 1.41098 -1.39398 0.556 1.374 -0.038
F 1.85602 -2.26981 -0.04212 0.319 0.297 0.252
H 0.76110 2.80909 0.47230 0.277 -0.024 0.210
H -3.11447 1.17169 -0.69861 0.150 0.143 -0.182
C -3.24051 -0.78745 0.15278 -0.371 -0.897 0.824
H 0.27117 -3.32512 -1.85498 0.145 -0.291 0.196
C 1.69620 2.87456 -1.49068 -0.190 -0.260 0.081
H -1.10079 -1.84738 -1.00169 0.769 -0.382 0.118
H 4.60364 -0.00982 -0.27795 -0.107 -0.191 -0.195
H 2.65330 3.30866 -1.76768 0.165 -0.244 -0.024
N -4.40364 -1.26916 0.11288 0.994 0.484 -0.909
H 3.43200 1.23947 2.92764 0.106 0.120 0.086
H 2.62023 -1.39430 -1.72533 0.054 0.594 0.431
O -7.26720 -4.02381 2.43395 0.146 0.072 -0.016
H 2.78933 2.79568 2.29752 0.078 -0.006 0.374
H 4.04743 2.64487 0.29573 -0.097 0.019 -0.076
F 0.08803 4.34304 -0.58615 0.060 0.256 0.037
H -1.56164 -1.89699 1.02902 0.027 -0.006 0.081
C -2.78038 0.17042 -0.96683 -0.369 0.043 0.833
O -6.35018 -2.93075 4.41289 0.102 0.011 -0.114
N -0.46576 1.18728 -1.24420 -0.516 0.599 0.160
O -5.15015 -2.83974 2.30481 1.153 0.200 -0.510
N 0.69948 -0.70523 -1.24960 1.013 1.047 -0.025
H -3.28991 -0.13569 -1.87838 0.064 0.021 -0.122
C 3.04337 1.76544 2.06151 -0.216 0.212 -0.937
H 1.01500 3.06128 -2.31900 -0.209 0.225 0.165
C -2.31191 -1.15212 1.31689 0.315 0.334 -0.161
H -4.50683 -1.87184 0.95372 -1.534 -0.504 0.580
H -2.89323 -1.60892 2.11964 -0.281 0.041 -0.068
C 1.68847 -1.74773 -1.30760 -0.906 -1.702 -0.647
C 4.00595 1.70544 0.84543 -0.376 -0.845 0.862
H 1.00396 -2.45204 -3.18400 0.022 -0.115 -0.082
H 3.03181 -0.19933 0.44509 -0.291 0.004 -0.239
H -1.76812 -0.29109 1.72536 0.009 0.039 -0.075
C 3.66265 0.51012 -0.08467 1.350 0.902 0.133
C -1.32363 0.16078 -1.11289 1.459 0.317 -0.441
C 1.16188 3.54666 -0.21747 -0.550 -0.015 -0.690
H 1.90992 4.20110 0.22523 0.012 -0.101 0.251
H 5.00039 1.52328 1.25136 0.167 0.201 -0.187
H 3.77563 1.43616 -1.93229 -0.139 0.173 -0.098
```
Forces are in eV/Å.

No. 2
# C12H23F3NO2P2Pb

A structure of composition C12H23F3NO2P2Pb (the ωB97M-V functional and the def2-TZVPD basis, the Open Molecules 2025 dataset).

Largest force on an atom ... 4.7 eV Å⁻¹
Energy relative to the best compared isomer or geometry (same formula, charge and spin) ... 1.9 kcal per mole
Charge ... +3

Structure (XYZ):
```
44
Properties=species:S:1:pos:R:3:forces:R:3
C -2.21061 -2.31148 -2.06964 -0.351 0.200 0.070
C 0.58531 2.33663 -3.37263 -0.060 0.568 0.737
C 1.13140 1.40376 -4.25132 -0.189 0.185 -0.243
H 0.28220 3.88184 -1.13391 -1.133 0.169 0.023
H -4.21871 3.93781 -0.48055 -0.340 0.266 -0.187
P 0.42396 2.07018 0.59997 -0.487 0.501 1.426
Pb -0.34620 -0.60224 1.12775 -0.552 -0.053 0.266
F 2.58148 -1.15658 0.12237 -1.340 0.075 0.901
H -2.52876 -1.31475 -2.40855 0.108 -0.286 -0.017
C -0.02575 2.84467 -0.96045 3.421 -2.427 -2.149
C 1.72232 -1.41680 1.18906 3.414 -1.620 0.596
H 1.47463 1.72133 -5.23326 0.040 -0.044 0.191
C 2.24542 2.00058 0.86809 0.631 0.228 -1.121
H 2.51598 1.48819 1.80647 -0.573 0.247 -0.198
C 0.57425 -1.80711 -2.28353 -0.181 0.694 -0.209
H -0.52899 -4.55380 -1.94079 0.040 0.248 0.283
C -0.16221 3.28526 1.81935 -0.306 -0.142 -0.182
F 1.74837 -2.79430 1.32052 -0.583 1.701 -0.248
C 0.17651 1.91539 -2.05763 -1.435 0.152 -0.210
H -3.45845 -0.08897 -0.99997 -0.629 0.252 -0.251
F 2.36110 -0.92830 2.30082 -0.830 -0.235 -1.049
H 0.07753 2.97496 2.84686 -0.010 0.168 -0.330
H 0.30574 4.25438 1.58089 -0.207 -0.240 0.297
H -3.89795 -0.00289 0.56092 -0.192 0.215 0.025
H 1.59661 -0.70345 -4.52516 0.004 0.300 0.019
H -2.27649 -0.28185 0.11803 -2.203 -0.342 0.176
N -0.01670 0.55342 -1.85275 1.361 -0.588 0.135
H 2.71161 1.42697 0.04973 -0.068 0.304 0.277
H 0.70133 -4.24205 -0.66269 -0.326 0.021 -0.044
C -0.34232 -4.07718 -0.96596 0.120 -0.082 0.550
H 0.43770 -2.44989 -3.16519 0.151 0.138 0.160
H -1.98496 -2.91327 -2.95755 -0.147 0.107 0.122
H -3.01685 -2.80066 -1.50668 0.123 0.129 -0.230
H 0.49786 3.40323 -3.60401 0.301 -0.377 -0.114
C 0.56548 -0.33089 -2.68463 -0.917 0.175 2.138
O -3.31672 -0.42822 -0.10016 1.809 0.232 0.182
H -4.88851 3.62988 -1.84534 -0.455 0.530 -0.426
C 1.17640 0.06726 -3.87862 0.261 0.605 -0.655
P -0.69843 -2.29220 -1.05847 0.567 -0.777 -1.206
H 1.55248 -2.04705 -1.82892 -0.190 0.139 -0.318
O -4.41406 3.24669 -1.11873 0.897 -0.960 0.678
H -1.00071 -4.52148 -0.21312 0.134 -0.115 -0.127
H 2.62521 3.03712 0.87044 -0.057 -0.454 0.046
H -1.25668 3.34766 1.70549 0.380 0.193 0.218
```
Forces are in eV/Å.

No. 3
# C12H23F3NO2P2Ti

A structure of composition C12H23F3NO2P2Ti (the ωB97M-V functional and the def2-TZVPD basis, the Open Molecules 2025 dataset).

Largest force on an atom ... 6.2 eV Å⁻¹
Charge ... +3

Structure (XYZ):
```
44
Properties=species:S:1:pos:R:3:forces:R:3
H -1.97905 3.24406 1.62659 0.085 0.190 -0.264
F -1.51369 -2.49606 0.03027 1.269 2.714 0.064
H 2.66618 -0.10502 2.21968 0.088 0.060 -0.379
H -3.49633 3.00768 -1.62252 0.156 -0.140 0.181
O -1.35857 -5.02431 -1.52712 0.529 1.260 0.503
H -1.75825 4.20134 0.12436 -0.071 -0.264 -0.073
C 1.76078 -3.19996 0.59115 -0.669 -0.164 -0.408
N 1.05507 0.52789 -0.39110 -1.275 0.117 0.911
F -1.47835 0.94281 2.22971 -0.663 -0.732 -2.716
H 0.94147 -3.92408 0.48836 0.334 -0.091 0.029
H -3.50913 1.25003 -1.94990 -0.097 0.133 0.159
H -0.37854 3.33723 0.84057 -0.180 -0.100 0.004
H 3.84565 2.88524 -1.64916 -0.112 -0.129 0.134
P 1.09851 -1.67919 1.32476 1.654 -1.228 0.055
H 4.30336 1.16570 0.13388 -0.138 0.138 -0.018
P -1.87433 1.83991 -0.31303 -0.307 3.240 -1.586
C 3.30611 1.30475 -0.27412 -0.019 -0.279 0.140
C -0.65765 1.66041 -1.66697 0.230 -1.606 -0.370
H -2.04469 -5.67077 -1.64643 -0.495 -0.568 -0.111
C 3.05040 2.25705 -1.25078 0.363 -0.036 -0.012
H 2.55322 -3.59091 1.24408 -0.202 0.086 -0.152
C -1.45944 3.29072 0.65857 0.093 0.020 0.584
H -0.89712 0.63217 -2.27454 0.283 2.784 0.765
C -3.44181 2.01168 -1.16156 -0.379 -0.591 0.274
H -4.25560 1.87699 -0.43852 0.012 0.176 -0.307
H 1.01134 -1.02735 3.63137 -0.094 -0.291 -0.082
F -3.45774 0.44184 1.27054 3.090 0.125 -0.853
H 1.46545 3.12171 -2.47179 0.251 0.041 0.262
H 1.62299 -2.71220 3.43901 -0.127 0.150 -0.239
C 2.53237 -0.56649 1.22803 -0.182 0.382 -0.236
H -1.03794 -1.45083 -2.88404 0.100 -0.341 0.169
H 3.43204 -1.15883 1.00106 -0.230 0.164 0.143
C 0.88776 -1.97450 3.08828 -1.075 0.234 0.262
H -1.70472 -4.38789 -0.87915 -0.050 -0.672 -0.370
H -0.80633 2.55086 -2.28703 -0.346 -0.003 0.144
C 0.76638 1.56342 -1.21206 0.324 0.237 -0.884
O -0.80015 -0.83580 -2.16717 0.090 -1.605 2.191
C 2.28809 0.46332 0.16215 0.834 -0.025 -0.089
H -1.73564 -0.51651 0.87441 -2.389 0.952 2.285
C 1.75286 2.39984 -1.70901 -0.947 -0.010 -0.109
H 2.16338 -2.98622 -0.40999 -0.042 -0.116 0.249
C -2.07373 0.56395 1.01028 -2.385 -0.611 3.998
Ti -0.65486 -0.88058 -0.28610 2.386 -3.523 -4.517
H -0.12972 -2.35308 3.25497 0.306 -0.075 0.269
```
Forces are in eV/Å.

No. 4
# C12H23N3O

The molecule C12H23N3O (the ωB97M-V functional and the def2-TZVPD basis, the Open Molecules 2025 dataset).

Largest force on an atom ... 0.5 eV Å⁻¹
Energy relative to the best compared isomer or geometry (same formula, charge and spin) ... 0.0 kcal per mole
SMILES string ... O=C(CN1CCNCC1)NC1CCCCC1
Charge ... 0

Structure (XYZ):
```
39
Properties=species:S:1:pos:R:3:forces:R:3
H -5.06614 -0.24604 0.05851 -0.035 -0.071 -0.071
C 3.56807 1.71767 -0.64580 0.054 0.095 0.337
C -0.15410 -1.24108 -0.03150 -0.121 -0.018 0.444
H -4.04888 1.34258 1.54332 0.068 0.063 0.061
H 5.67998 1.28647 -0.58579 0.053 0.037 0.069
H -1.72455 -2.53809 0.63740 0.125 0.027 0.039
H -1.10034 -1.46506 1.91289 0.035 -0.053 -0.032
H 3.15977 -2.03249 0.43761 -0.053 -0.012 0.073
H 4.52342 -0.80492 -1.22278 0.043 -0.056 -0.070
H -2.44737 -0.53693 -1.51027 -0.063 -0.055 0.037
H 5.43797 -1.04005 0.26893 0.019 -0.051 -0.083
C 2.09483 -0.22471 -0.05300 0.067 0.066 0.128
C -1.36884 -1.52808 0.85375 -0.126 0.003 -0.108
H 1.42585 1.79986 -0.37856 -0.063 -0.015 0.069
C -4.37726 0.07116 -0.72907 0.181 -0.252 -0.166
C -3.11727 -0.79949 -0.67482 -0.392 0.097 -0.070
N -2.47100 -0.61086 0.61488 0.145 -0.047 0.005
H -3.51468 1.82098 -1.27720 -0.099 0.005 0.072
H 3.70041 2.79680 -0.54570 -0.010 0.015 -0.097
H 3.48702 1.48651 -1.70987 -0.002 0.042 -0.088
H 4.88833 1.26286 0.99142 0.052 0.037 0.062
H -1.39358 1.13037 0.03058 -0.014 -0.004 0.064
H 1.97298 -0.50513 -1.10451 0.041 0.050 0.118
C -3.37450 1.64256 0.73681 0.371 0.050 0.045
N -4.09151 1.47764 -0.51194 -0.016 0.208 -0.213
C 2.28532 1.28918 0.06047 -0.003 -0.122 -0.394
C 4.77195 0.98689 -0.05938 0.006 -0.068 -0.330
N 0.87191 -0.63597 0.60675 0.292 0.107 0.233
H 3.37656 -0.72072 1.60425 -0.017 -0.015 0.097
H -3.38838 -1.85237 -0.77337 0.044 -0.028 -0.061
O -0.13712 -1.48519 -1.22171 -0.115 -0.139 -0.388
H -4.87013 -0.04330 -1.69638 -0.030 -0.059 0.045
H 2.33914 1.56600 1.11721 -0.035 0.030 0.089
C 3.30179 -0.95487 0.53853 -0.031 -0.058 -0.404
C -2.10605 0.78251 0.80233 -0.344 0.175 0.142
H -1.63387 0.89307 1.78238 0.066 0.024 -0.001
H -3.11933 2.69705 0.86346 -0.015 -0.033 0.070
H 0.80618 -0.45389 1.59577 -0.131 -0.072 -0.063
C 4.58237 -0.52288 -0.16966 0.052 0.096 0.338
```
Forces are in eV/Å.

Calculated values (eV) of E_tot for the records, taken in order: -46213.4998; -50348.2180; -68218.4953; -19335.7622.